DFT (ωB97M-V with the def2-TZVPD basis set) results for a molecular structure, C19H36ClO11Ti at a distorted geometry.

As for the gap between HOMO and LUMO (spin up / spin down): 0.135 / 0.318 hartree. For the total energy, the calculation gives -2882.9076 Eh. Its spin multiplicity is 4. The expectation value of S² is 3.759. The HOMO energy (spin up / spin down) is -3.134 / -8.161 eV.

Element x y z (Å)
Ti -0.486 -0.253 -0.270
Cl -2.100 -2.031 -1.686
O 1.359 -2.313 -0.608
C 2.017 -3.163 -1.156
O 2.362 -4.320 -0.594
C 2.014 -4.514 0.780
C 2.790 -5.703 1.291
C 2.587 -2.985 -2.526
H 0.940 -4.708 0.842
H 2.231 -3.620 1.361
H 2.582 -5.870 2.350
H 3.866 -5.530 1.225
H 2.548 -6.614 0.746
H 2.151 -2.078 -2.940
H 2.320 -3.790 -3.211
H 3.672 -2.891 -2.515
O -1.596 1.743 -1.632
C -1.544 2.433 -2.623
O -1.816 1.968 -3.832
C -1.950 0.519 -3.926
C -2.112 0.144 -5.382
C -1.297 3.916 -2.590
H -2.848 0.236 -3.377
H -1.119 0.020 -3.432
H -3.146 0.267 -5.702
H -1.867 -0.916 -5.465
H -1.471 0.727 -6.040
H -2.220 4.407 -2.272
H -1.010 4.326 -3.553
H -0.571 4.117 -1.804
O 1.225 1.266 -0.595
C 2.418 1.391 -0.422
O 2.921 1.924 0.674
C 1.954 2.357 1.648
C 2.670 3.110 2.738
C 3.448 0.888 -1.391
H 1.489 1.458 2.070
H 1.132 2.893 1.178
H 1.938 3.370 3.505
H 3.062 4.054 2.354
H 3.451 2.507 3.191
H 3.788 1.719 -2.011
H 2.938 0.159 -2.017
H 4.307 0.417 -0.923
O -1.276 1.072 1.378
C -2.086 1.563 2.147
O -2.452 2.868 2.105
C -1.632 3.740 1.317
C -2.440 4.974 1.007
C -2.870 0.767 3.141
H -1.311 3.225 0.409
H -0.737 3.959 1.910
H -2.810 5.429 1.925
H -3.269 4.717 0.348
H -1.837 5.722 0.488
H -3.556 0.128 2.569
H -3.455 1.390 3.809
H -2.198 0.128 3.712
C -1.271 -3.822 2.870
C -1.836 -3.240 1.569
O -1.200 -1.946 1.578
C -0.029 -2.038 2.243
O 0.825 -1.215 2.184
O -0.011 -3.153 3.006
H -1.137 -4.900 2.839
H -1.928 -3.563 3.700
H -2.906 -3.074 1.641
H -1.604 -3.766 0.645

Mulliken population analysis, charges in e, atoms 1 to 5: number 1, Ti, carries 0.843; number 2, Cl, carries -0.690; number 3, O, carries -0.290; number 4, C, carries 0.762; number 5, O, carries -0.367


DFT (ωB97M-V with the def2-TZVPD basis set) results for a molecular structure, C17H9Br5N5O7S4Sn at a distorted geometry.

Its energy relative to the best compared isomer or geometry (same formula, charge and spin) is 42.0 kcal/mol. As for the gap between HOMO and LUMO: 0.172 hartree. For the total energy, the calculation gives -16130.8787 Eh. As for the net charge: -1. The HOMO energy is -4.702 eV.

Element x y z (Å)
Sn 0.017 -0.825 -0.715
O -4.832 -0.041 -5.002
C -3.688 -0.139 -4.667
S -2.764 -1.651 -4.708
C -1.286 -1.045 -3.997
C -1.250 0.373 -3.739
S 0.042 1.161 -3.098
S -2.719 1.244 -4.107
S -0.069 -2.081 -3.617
N -0.573 2.293 0.865
N -1.846 2.180 1.435
C -2.751 1.308 0.964
N -3.893 1.190 1.652
N -2.498 0.714 -0.210
N -3.270 -0.279 -0.643
O -4.359 -0.583 -0.136
O -2.823 -0.890 -1.622
H 0.066 1.596 1.261
H -0.207 3.211 1.071
H -1.938 2.418 2.411
H -3.925 1.502 2.606
H -4.510 0.456 1.342
Br 7.238 -0.342 -0.360
C 5.398 -0.228 0.050
C 4.979 0.456 1.185
Br 6.237 1.261 2.345
C 3.609 0.556 1.450
Br 2.960 1.532 2.936
C 2.650 -0.019 0.623
O 1.366 0.086 0.847
C 3.077 -0.745 -0.532
O 2.171 -1.281 -1.286
C 4.450 -0.818 -0.791
Br 4.956 -1.724 -2.369
Br -3.399 -6.083 5.912
C -2.748 -4.860 4.604
C -1.619 -5.192 3.877
C -1.147 -4.294 2.931
C -1.783 -3.075 2.740
C -2.916 -2.767 3.481
C -3.415 -3.662 4.413
C -1.227 -2.070 1.760
O -0.588 -2.543 0.773
O -1.393 -0.865 2.001
H -1.124 -6.139 4.046
H -0.271 -4.525 2.340
H -3.409 -1.818 3.318
H -4.301 -3.440 4.992

Mulliken population analysis, charges in e, atoms 1 to 5: number 1, Sn, carries 1.299; number 2, O, carries -0.547; number 3, C, carries 0.609; number 4, S, carries -0.142; number 5, C, carries 0.083


DFT (ωB97M-V with the def2-TZVPD basis set) results for 9 unconnected molecules or ions with the total composition C49H103NO10 at a distorted geometry.

Its energy relative to the best compared isomer or geometry (same formula, charge and spin) is 102.2 kcal/mol. As for the gap between HOMO and LUMO: 0.301 hartree. Its structure (SMILES) is CCCCCCCCCc1cccc2c1C(=O)NC2=O.CCOCC.CCOCC.CCOCC.CCOCC.CCOCC.CCOCC.CCOCC.CCOCC. For the total energy, the calculation gives -2735.6036 Eh. The HOMO energy is -9.290 eV.

Element x y z (Å)
C 0.864 4.546 3.553
C 0.084 4.674 2.122
C -1.300 5.423 2.437
C -2.481 5.142 1.387
C -2.883 3.598 1.211
C -3.181 2.813 2.581
C -2.984 1.216 2.237
C -1.406 0.879 2.473
C -0.794 -0.102 1.347
C 0.666 0.303 0.846
C 1.594 1.335 1.589
C 2.998 1.760 1.086
C 3.554 1.149 -0.225
C 2.666 0.103 -0.946
C 1.245 -0.335 -0.439
C 0.668 -1.426 -1.441
O -0.356 -2.149 -1.375
N 1.698 -1.440 -2.517
C 2.941 -0.690 -2.299
O 3.996 -0.630 -2.969
H 1.425 5.527 3.795
H 1.657 3.723 3.546
H 0.087 4.315 4.358
H -0.017 3.674 1.583
H 0.749 5.354 1.478
H -1.654 5.259 3.526
H -1.076 6.558 2.372
H -2.132 5.531 0.357
H -3.369 5.805 1.695
H -3.875 3.586 0.612
H -2.114 3.061 0.559
H -2.428 3.121 3.382
H -4.228 3.003 3.014
H -3.608 0.653 3.028
H -3.350 0.944 1.192
H -0.884 1.911 2.506
H -1.290 0.450 3.538
H -0.720 -1.146 1.844
H -1.565 -0.201 0.495
H 1.208 1.803 2.553
H 3.580 2.525 1.716
H 4.575 1.471 -0.605
H 1.303 -1.251 -3.457
C -4.372 0.100 6.924
C -4.617 1.198 5.903
O -5.734 0.948 5.062
C -7.001 0.854 5.703
C -7.415 2.135 6.406
H -4.341 -0.879 6.439
H -3.427 0.268 7.446
H -5.166 0.068 7.673
H -3.748 1.265 5.243
H -4.715 2.174 6.389
H -7.020 0.002 6.390
H -7.728 0.636 4.917
H -6.782 2.337 7.273
H -8.448 2.062 6.756
H -7.329 2.992 5.732
C 6.999 0.008 -7.433
C 5.605 -0.310 -7.944
O 5.324 -1.702 -7.987
C 5.345 -2.387 -6.742
C 4.302 -1.882 -5.759
H 7.751 -0.572 -7.975
H 7.217 1.072 -7.553
H 7.100 -0.236 -6.372
H 5.518 0.052 -8.972
H 4.842 0.217 -7.363
H 6.349 -2.357 -6.305
H 5.136 -3.437 -6.966
H 4.533 -0.871 -5.418
H 4.259 -2.528 -4.879
H 3.314 -1.852 -6.226
C 1.092 -7.788 -0.337
C 0.386 -7.394 0.946
O 0.780 -6.119 1.437
C 0.516 -4.999 0.600
C -0.959 -4.781 0.326
H 2.174 -7.675 -0.233
H 0.867 -8.826 -0.596
H 0.777 -7.160 -1.174
H 0.644 -8.115 1.726
H -0.702 -7.441 0.827
H 1.082 -5.077 -0.334
H 0.906 -4.125 1.128
H -1.370 -5.578 -0.298
H -1.116 -3.835 -0.194
H -1.529 -4.771 1.260
C 0.869 -7.811 -6.538
C 0.376 -7.760 -5.104
O 1.301 -7.142 -4.218
C 1.611 -5.781 -4.473
C 0.406 -4.862 -4.364
H 1.875 -8.236 -6.584
H 0.199 -8.415 -7.153
H 0.916 -6.811 -6.978
H 0.240 -8.783 -4.742
H -0.603 -7.274 -5.038
H 2.103 -5.673 -5.445
H 2.346 -5.488 -3.718
H -0.307 -5.045 -5.172
H 0.716 -3.816 -4.423
H -0.121 -5.023 -3.419
C 5.679 -8.707 -6.499
C 5.077 -8.680 -7.893
O 4.473 -7.437 -8.221
C 5.328 -6.304 -8.250
C 6.428 -6.401 -9.291
H 4.953 -8.365 -5.757
H 6.001 -9.718 -6.241
H 6.551 -8.051 -6.428
H 4.283 -9.430 -7.945
H 5.818 -8.958 -8.649
H 5.741 -6.113 -7.253
H 4.692 -5.448 -8.491
H 7.156 -7.174 -9.032
H 6.964 -5.452 -9.371
H 6.013 -6.657 -10.269
C 2.201 10.523 1.608
C 2.974 9.516 2.441
O 2.706 8.167 2.086
C 3.051 7.781 0.763
C 4.536 7.895 0.470
H 1.135 10.279 1.598
H 2.330 11.531 2.010
H 2.544 10.530 0.571
H 2.675 9.623 3.487
H 4.050 9.715 2.403
H 2.459 8.345 0.033
H 2.753 6.734 0.661
H 4.860 8.939 0.450
H 4.769 7.455 -0.503
H 5.122 7.386 1.240
C -0.037 8.764 6.252
C -1.437 8.452 5.751
O -1.726 7.061 5.716
C -1.701 6.379 6.962
C -2.734 6.890 7.950
H 0.708 8.178 5.707
H 0.186 9.826 6.126
H 0.070 8.523 7.313
H -1.528 8.810 4.722
H -2.194 8.986 6.335
H -0.695 6.405 7.393
H -1.918 5.330 6.741
H -2.496 7.902 8.288
H -2.774 6.245 8.831
H -3.726 6.924 7.490
C -6.757 -0.672 1.518
C -6.832 -1.675 2.656
O -8.131 -2.224 2.838
C -8.657 -2.972 1.750
C -7.836 -4.205 1.414
H -7.540 0.084 1.616
H -5.784 -0.176 1.509
H -6.893 -1.159 0.548
H -6.582 -1.163 3.588
H -6.094 -2.473 2.530
H -8.786 -2.331 0.872
H -9.658 -3.290 2.053
H -6.862 -3.934 1.000
H -8.354 -4.819 0.675
H -7.655 -4.804 2.310

Mulliken population analysis, charges in e, atoms 1 to 5: number 1, C, carries -1.019; number 2, C, carries 0.480; number 3, C, carries -0.111; number 4, C, carries -1.133; number 5, C, carries -0.484


DFT (ωB97M-V with the def2-TZVPD basis set) results for a gas-phase ion, C3H8ClN3 (charge +2) at a distorted geometry.

Its energy relative to the best compared isomer or geometry (same formula, charge and spin) is 18.4 kcal/mol. As for the gap between HOMO and LUMO: 0.394 hartree. Its structure (SMILES) is C/[NH+]=C(\Cl)NC=[NH2+]. For the total energy, the calculation gives -742.8730 Eh. As for the net charge: +2. The HOMO energy is -20.473 eV.

Element x y z (Å)
C 1.593 -0.897 0.259
C -0.950 -0.674 -0.071
C -2.317 1.310 0.183
N 0.409 -1.397 -0.200
N 2.752 -1.406 -0.014
N -1.106 0.589 -0.256
Cl -2.223 -1.791 -0.037
H 1.418 -0.058 0.920
H -3.099 0.802 0.752
H -2.756 1.469 -0.792
H -2.038 2.154 0.841
H 0.396 -2.396 -0.311
H 3.579 -0.926 0.317
H 2.739 -2.276 -0.533
H -0.290 1.049 -0.623

Mulliken population analysis, charges in e, atoms 1 to 5: number 1, C, carries 0.146; number 2, C, carries 0.611; number 3, C, carries -0.800; number 4, N, carries -0.270; number 5, N, carries -0.216


DFT (ωB97M-V with the def2-TZVPD basis set) results for a single C3H2F3N3 molecule at a distorted geometry.

Its energy relative to the best compared isomer or geometry (same formula, charge and spin) is 17.3 kcal/mol. As for the gap between HOMO and LUMO: 0.350 hartree. For the total energy, the calculation gives -579.3273 Eh. The HOMO energy is -9.323 eV.

Element x y z (Å)
C 0.445 0.892 -0.299
C -0.729 0.111 -0.166
C -3.029 0.098 0.073
N 0.245 2.119 -0.062
N -0.046 3.182 0.222
N -1.768 0.756 0.168
F -3.928 0.569 0.936
F -3.002 -1.234 0.309
F -3.401 0.222 -1.212
H 1.544 0.681 -0.389
H -0.658 -1.009 -0.267

Mulliken population analysis, charges in e, atoms 1 to 5: number 1, C, carries -0.434; number 2, C, carries 0.178; number 3, C, carries 0.844; number 4, N, carries 0.535; number 5, N, carries -0.459


DFT (ωB97M-V with the def2-TZVPD basis set) results for 2 unconnected molecules or ions with the total composition CH6NO4P at a distorted geometry.

Its energy relative to the best compared isomer or geometry (same formula, charge and spin) is 95.6 kcal/mol. As for the gap between HOMO and LUMO: 0.329 hartree. For the total energy, the calculation gives -738.6507 Eh. The HOMO energy is -9.056 eV.

Element x y z (Å)
C -1.595 -0.659 0.270
N -0.747 -0.010 -0.370
O -1.574 2.140 1.105
O -1.207 2.115 -1.464
O 2.868 -0.379 1.046
O 2.106 0.159 -0.026
P -0.488 1.900 0.104
H -2.480 -0.171 0.719
H -1.896 -1.780 0.298
H -0.183 -0.407 -1.211
H 1.927 1.139 0.209
H -2.059 2.549 -1.261
H 3.614 -0.638 0.579

Mulliken population analysis, charges in e, atoms 1 to 5: number 1, C, carries -0.095; number 2, N, carries -0.125; number 3, O, carries -0.611; number 4, O, carries -0.568; number 5, O, carries -0.333